Record 1
A structure of composition C27H30F9InO6 in a non-equilibrium geometry, computed with ωB97M-V/def2-TZVPD.

The HOMO energy (spin up / spin down) comes out at 0.20 / -0.43 eV. The largest force on an atom comes out at 2.6 eV Å⁻¹.

The geometry in ORCA input format:
```
! RIJCOSX wB97M-V def2-TZVPD def2/J DEFGRID3
* xyz -2 1
In 1.2388 0.4360 1.7092
F 0.4812 1.9495 6.3905
F 2.1756 2.5055 4.2815
F 2.4743 -1.5935 3.8464
F 3.1494 1.5504 6.0041
F 1.0906 0.0436 7.2846
F 3.5757 0.8559 3.9627
F 1.0475 -2.0024 5.4583
F -0.6956 0.1453 6.0244
F 3.0208 -1.1624 5.9265
O -0.5862 -2.7845 -3.8951
O 0.5474 0.3947 3.7767
O -0.0693 -1.9675 -5.9345
O -1.7965 0.3307 -5.4602
O 0.2707 0.9066 -6.1101
O -0.3746 0.6266 0.5895
C 1.4977 -0.1470 -3.8047
C -0.3324 -3.2866 -6.4192
C 2.5111 -1.4427 -1.2990
C -3.1000 -1.3690 3.0603
C -0.6791 1.1826 -0.6597
C 1.3902 0.3069 4.8404
C 2.5893 1.3156 4.7883
C -2.3335 2.6040 1.6788
C -3.2539 1.8964 2.5068
C -2.1795 0.8788 -6.7293
C -0.4608 0.3572 -5.3033
C -0.8856 -1.9713 3.0389
C 2.6649 -0.0172 -1.6370
C 0.0292 -0.4415 -4.0945
C -0.7525 -0.1710 -2.8023
C -1.3874 2.3727 3.7628
C -2.6742 1.7714 3.7981
C -2.6787 -1.4474 1.7006
C 3.6943 0.8209 -0.9849
C -0.2293 -1.8536 -4.6029
C 0.5739 0.6066 6.1601
C 1.6046 0.6174 -2.4327
C 0.0344 0.8528 -2.0186
C -1.9848 -1.6828 3.8845
C 1.9967 -1.1204 5.0348
C -1.3118 -1.8360 1.6905
C -1.1742 2.8829 2.4553
H -1.7690 0.1521 -3.0559
H 1.9808 1.6354 -2.6539
H -0.6930 2.2818 -0.5228
H 1.9030 0.4673 -4.6152
H -1.7513 0.9277 -0.8025
H -0.6939 2.4488 4.5851
H -3.2600 0.7726 -6.7717
H -4.2174 1.5043 2.1863
H -0.2780 3.4082 2.1232
H -4.0971 -1.1040 3.4067
H 2.7576 -1.6355 -0.2381
H 4.6042 0.9486 -1.5998
H -1.6974 0.3116 -7.5359
H -0.1279 1.7951 -2.5763
H -0.7011 -2.0242 0.8082
H -2.4975 2.8931 0.6437
H -0.8519 -1.1120 -2.2461
H 3.3135 1.8365 -0.7728
H 2.0460 -1.0965 -3.7994
H 0.2855 -4.0318 -5.8952
H -1.9697 -1.7015 4.9702
H -1.3933 -3.5380 -6.2735
H -1.8751 1.9304 -6.7994
H 4.0219 0.3677 -0.0323
H -3.1217 1.2922 4.6654
H 0.1071 -2.2603 3.3626
H 3.1649 -2.1099 -1.8927
H 1.4714 -1.7733 -1.4738
H -0.0933 -3.2567 -7.4803
H -3.2856 -1.2437 0.8196
*
```

***

Record 2
A structure of composition C27H30HoNO in a non-equilibrium geometry, computed with ωB97M-V/def2-TZVPD.

The HOMO energy (spin up / spin down) comes out at 2.06 / 2.06 eV. The largest force on an atom comes out at 6.9 eV Å⁻¹. The expectation value of S² is 6.01.

The geometry in ORCA input format:
```
! RIJCOSX wB97M-V def2-TZVPD def2/J DEFGRID3
* xyz -2 5
Ho 0.3760 -0.7530 -0.3333
O -0.7581 -0.7769 -1.7794
N -0.3196 0.3440 1.7990
C -1.6058 3.7354 2.8480
C -0.7940 -2.8574 0.0657
C 1.7621 -0.6698 4.8119
C 1.8742 1.0044 0.4093
C 2.6752 -0.0896 0.0712
C -2.2341 4.1539 1.6800
C 0.7565 -0.9720 5.7274
C 0.0903 -1.8396 -5.0206
C -0.3356 -2.4085 1.3153
C 1.4363 -0.2345 3.5235
C -0.9133 -0.3880 4.0774
C -0.9987 1.6135 1.7701
C -1.4122 0.2052 -2.5305
C 1.6555 0.6522 -1.8310
C 1.4820 -2.8667 0.0236
C 0.0881 -0.1046 3.1214
C -0.9961 2.4840 2.8985
C -1.6371 2.0582 0.6113
C 1.2410 1.4657 -0.7715
C 1.0707 -2.4064 1.2933
C -0.5812 -0.8279 5.3621
C -2.2515 3.3165 0.5619
C 0.3282 -3.1409 -0.7336
C -1.6374 -0.2626 -3.9725
C 0.2424 0.6917 -5.4334
C -0.3803 -0.4626 -4.7417
C 2.5109 -0.3396 -1.3132
H -1.9581 -0.2879 3.8118
H -2.3761 0.4009 -2.0477
H -2.2213 -1.1860 -3.9297
H 1.7118 -2.0916 2.0984
H -0.8655 1.1530 -2.5316
H 1.3100 0.7039 -2.8492
H -1.6528 1.4283 -0.2490
H 1.0146 -1.3160 6.7215
H -0.4086 -2.2786 -5.8979
H 1.3109 0.5460 -5.5995
H -0.5038 2.2232 3.8260
H -0.9516 -2.0684 2.1266
H -2.6977 5.1312 1.6411
H -2.7361 3.6479 -0.3460
H -1.3621 -1.0605 6.0746
H 1.7214 1.4013 1.3969
H -1.5796 4.3823 3.7169
H 0.5261 2.2670 -0.8197
H 0.1126 1.6207 -4.8751
H -1.8207 -2.8884 -0.2523
H 3.2776 -0.6668 0.7500
H -2.2674 0.4902 -4.4562
H 2.9771 -1.1259 -1.8811
H 0.3081 -3.4560 -1.7624
H -0.2010 0.8686 -6.4252
H 2.4978 -2.9892 -0.3077
H 2.2581 -0.0201 2.8661
H 2.8008 -0.7756 5.0991
H -0.1194 -2.5027 -4.1824
H 1.1612 -1.8744 -5.2276
*
```

***

Record 3
An isolated molecule of C27H30N2O5, computed with ωB97M-V/def2-TZVPD.

Its SMILES is CC(=O)n1cc([C@H]2C=C(C(=O)NCc3ccccc3)O[C@@H](OCCCCO)C2)c2ccccc21. The HOMO energy comes out at -8.23 eV. The largest force on an atom comes out at 0.9 eV Å⁻¹.

The geometry in ORCA input format:
```
! RIJCOSX wB97M-V def2-TZVPD def2/J DEFGRID3
* xyz 0 1
O 1.9543 -1.9242 1.0676
O -0.7259 0.3614 -1.3816
O -5.3547 -2.8060 0.4768
O 1.6802 0.3618 2.8053
O 0.8888 1.6880 -0.3561
N -3.9937 -0.9998 0.6189
N 2.9665 1.3333 1.2124
C -6.1936 2.2560 -0.6372
C 1.7934 0.9827 1.7583
C 5.5914 -1.2079 -1.0240
C 1.2072 -1.1578 -1.8694
C -6.8454 1.0253 -0.6384
C -1.3657 2.5279 -0.6231
C -1.8040 2.0059 0.7562
C 4.7882 -0.7234 -0.0075
C 0.6060 1.4191 0.9648
C -2.8703 0.9595 0.6261
C -3.1218 -3.1959 1.2358
C -6.2042 -0.1327 -0.2385
C -4.2697 -2.3477 0.7458
C -0.6068 1.5165 1.5085
C -4.8819 -0.0279 0.1608
C 7.1387 0.5856 -0.6660
C 5.1542 0.4256 0.6850
C -4.8758 2.3632 -0.2415
C -0.0539 -0.4280 -2.3485
C 0.6973 -2.0887 0.4509
C 0.9188 -2.4036 -1.0273
C 6.3319 1.0772 0.3462
C -4.2079 1.2105 0.1574
C 6.7679 -0.5558 -1.3552
C -2.7904 -0.3638 0.8945
C 4.2543 0.9666 1.7632
C -0.2488 1.6539 -1.1964
H -0.9730 3.5422 -0.5320
H -2.8040 -2.8754 2.2255
H 1.8396 -1.4850 1.9223
H 4.7140 1.8415 2.2388
H -0.7252 1.2532 2.5471
H 1.7712 -3.0828 -1.0851
H 6.6240 1.9707 0.8803
H -6.7313 3.1390 -0.9502
H -4.3768 3.3210 -0.2355
H 8.0562 1.0971 -0.9182
H -7.8766 0.9746 -0.9540
H -2.2417 2.8442 1.3154
H 0.0436 -2.9201 -1.4257
H -2.2032 2.5269 -1.3185
H 0.1614 -2.9223 0.9325
H 3.8769 -1.2376 0.2592
H -3.4567 -4.2286 1.2860
H 4.0615 0.2125 2.5323
H -1.9515 -0.9094 1.2725
H 0.2050 0.2112 -3.2054
H -6.7121 -1.0823 -0.2339
H 7.3959 -0.9372 -2.1469
H -0.8014 -1.1577 -2.6746
H 1.7575 -1.4563 -2.7641
H 1.8389 -0.4724 -1.3034
H 5.3002 -2.1011 -1.5569
H 2.9528 1.8066 0.3215
H 0.0942 -1.1792 0.5467
H 0.1150 2.0729 -2.1513
H -2.2794 -3.1230 0.5513
*
```

***

Record 4
The ion C27H30N3 with charge +1 in a non-equilibrium geometry, computed with ωB97M-V/def2-TZVPD.

Its SMILES is c1ccc(CN2CC[N+]([C@H](c3ccccc3)N3CCCC3)=C2c2ccccc2)cc1. The HOMO energy comes out at -11.43 eV. The largest force on an atom comes out at 2.3 eV Å⁻¹.

The geometry in ORCA input format:
```
! RIJCOSX wB97M-V def2-TZVPD def2/J DEFGRID3
* xyz 1 1
N 2.4168 0.2582 1.3486
N 0.7784 0.6049 -0.4253
N -0.5061 0.2464 -2.1721
C -1.6226 -1.3761 0.7211
C 1.5917 1.0296 -1.5521
C 1.1890 2.3304 1.2317
C -2.8575 0.5216 -0.2168
C 0.6937 0.8029 -2.7500
C -2.7996 -1.8148 1.3210
C -1.6432 -0.1875 -0.0435
C -2.3805 -4.3681 -2.8055
C 1.1914 0.8572 0.9286
C -3.3974 -3.4796 -2.4485
C -1.6565 -0.1282 -3.0125
C -1.0024 -2.4994 -3.4853
C -0.0297 4.0510 2.3362
C -1.9713 -1.6138 -3.0124
C 2.2964 3.1456 1.0204
C -0.0143 2.8082 1.7241
C -3.9869 -1.1053 1.1473
C -4.0176 0.0690 0.3935
C -1.1909 -3.8746 -3.3474
C 3.8834 -0.3803 3.1681
C 2.2565 4.4282 1.5796
C -0.4609 0.2179 -0.8427
C 1.1133 4.8545 2.2680
C 3.4400 -1.6323 2.4028
C 2.2862 -1.1897 1.4931
C -3.2169 -2.1045 -2.6077
C 3.1496 0.7985 2.5100
H 4.2621 -2.0016 1.7884
H -4.9423 0.6253 0.2377
H 1.0917 5.8377 2.7473
H 2.4723 0.3805 -1.5845
H -0.1085 -2.0954 -3.9686
H 0.4039 0.4603 1.5920
H -1.3651 0.1644 -4.0257
H -0.8843 2.1479 1.6413
H -0.9460 4.3509 2.8518
H 1.9240 2.0795 -1.5145
H -2.5307 0.4652 -2.7116
H -4.3391 -3.8428 -2.0412
H 3.1631 2.7952 0.4549
H -0.3987 -4.5492 -3.6581
H 4.9652 -0.2388 3.1182
H -4.9080 -1.4787 1.5871
H -4.0231 -1.3902 -2.4154
H 1.3233 -1.4661 1.9715
H 2.5476 1.3392 3.2708
H 3.1351 -2.4203 3.0904
H -2.5269 -5.4403 -2.6841
H -2.7862 -2.7362 1.9015
H 3.8999 1.5229 2.1780
H -0.7016 -1.9653 0.7331
H -2.8650 1.3998 -0.8683
H 0.4412 1.7096 -3.3229
H 3.6089 -0.4223 4.2287
H 2.3240 -1.6641 0.5066
H 1.1044 0.0818 -3.4625
H 3.1271 5.0816 1.4858
*
```

***

Record 5
A cluster of 2 separate species, C27H30N3O in total in a non-equilibrium geometry, computed with ωB97M-V/def2-TZVPD.

The HOMO energy comes out at -11.54 eV. The largest force on an atom comes out at 2.3 eV Å⁻¹.

The geometry in ORCA input format:
```
! RIJCOSX wB97M-V def2-TZVPD def2/J DEFGRID3
* xyz 1 1
O 3.9576 1.9077 -1.2794
N -2.0671 -2.6830 -2.7417
N 1.8029 0.5228 -0.6122
N 2.2498 1.5946 0.2236
C -2.5520 -4.8866 -1.6593
C -0.0138 0.1173 -3.4534
C -1.5198 -2.9340 -0.5678
C -1.9421 -0.8057 -4.7370
C -2.0609 -0.9189 1.8288
C -1.3321 -0.6079 5.5299
C 3.2485 3.6949 1.7960
C -2.0641 -3.5883 -1.6842
C 3.5883 4.8519 2.5037
C -2.3841 0.7524 -2.8290
C -1.1875 -1.5597 -0.9915
C -0.8422 -0.4953 1.2274
C -2.2213 -0.9241 3.2067
C 0.0049 -0.0421 3.4799
C 4.4500 5.7980 1.9281
C 3.7611 3.4805 0.5138
C -2.4538 -5.5894 -0.4506
C -0.6721 -0.5322 -0.1987
C -1.5440 -1.5025 -2.3733
C -1.1789 -0.5210 4.0495
C -1.4655 -0.3493 -3.3510
C 4.6864 4.3842 -0.0344
C 3.3427 2.2958 -0.2848
C -1.4204 -3.6440 0.6251
C 5.0135 5.5499 0.6643
C 0.1614 0.0104 2.1017
C -1.8977 -4.9639 0.6804
H 1.0756 0.4183 1.6852
H -2.1114 1.0535 -1.8109
H 2.5838 2.9548 2.2414
H 0.8053 0.2957 4.1387
H -2.9979 -5.3098 -2.5602
H -1.8652 0.0332 -5.4424
H 2.4784 0.4541 -1.3827
H 4.6888 6.7228 2.4625
H -2.4350 -2.9103 -3.6584
H -2.2459 -0.1069 5.8655
H 5.1294 4.1755 -1.0082
H 3.1800 5.0176 3.5009
H -3.1634 -1.2615 3.6398
H 0.0853 0.9160 -4.2026
H -2.8075 -6.6184 -0.3800
H -1.8434 -5.5168 1.6201
H -0.2548 0.3379 -0.6899
H -1.3185 -1.6195 -5.1310
H -0.9765 -3.1793 1.4991
H 0.6253 -0.7219 -3.7636
H -2.8794 -1.2400 1.1803
H 0.3768 0.4957 -2.5034
H -2.3414 1.6322 -3.4848
H -0.4762 -0.1420 6.0215
H -3.4193 0.3845 -2.8062
H 1.4792 2.1590 0.5645
H -2.9946 -1.1192 -4.7219
H 5.7079 6.2688 0.2241
H -1.3898 -1.6518 5.8590
H 1.8566 -0.3350 -0.0671
*
```

***

Record 6
A cluster of 6 separate species, C27H30N6 in total in a non-equilibrium geometry, computed with ωB97M-V/def2-TZVPD.

Its SMILES is c1cc[nH]c1.c1cc[nH]c1.c1cc[nH]c1.c1ccncc1.c1ccncc1.c1ccncc1. The HOMO energy comes out at -8.00 eV. The largest force on an atom comes out at 2.5 eV Å⁻¹.

The geometry in ORCA input format:
```
! RIJCOSX wB97M-V def2-TZVPD def2/J DEFGRID3
* xyz 0 1
N 3.9405 -1.0718 2.0144
N -3.7783 -5.3964 0.1660
N 0.0546 -0.9315 0.4695
N 0.8216 1.1392 -4.3978
N -2.3093 -2.6945 5.6562
N -2.6445 7.1175 -2.8793
C 6.2885 -0.6964 2.2868
C 5.1811 -1.1270 1.5849
C -2.5466 -4.9126 0.4385
C -2.0902 -4.1992 -0.6597
C -3.6258 6.3059 -2.4004
C -1.2661 -3.2922 5.0282
C -3.1753 -4.2374 -1.6475
C 2.7196 1.3371 -3.0761
C 6.0270 -0.0479 3.4442
C 1.5718 1.1670 -5.5067
C -2.6039 -2.3122 3.5032
C 3.5158 1.3451 -4.1954
C -1.1970 -0.7387 0.1112
C -1.4132 -3.0342 3.7012
C -1.6566 5.1919 -2.5084
C 2.9636 1.2002 -5.4716
C 0.8690 0.0990 0.4977
C -1.6990 0.5196 -0.0835
C 1.3850 1.1644 -3.2129
C -0.8434 1.6046 -0.1126
C 0.4951 1.3892 0.2045
C -3.0746 5.1083 -2.0664
C -1.4981 6.4210 -3.0480
C -4.1436 -5.0844 -1.1563
C -3.1526 -2.0666 4.7624
C 4.7630 0.0863 3.9127
C 3.7635 -0.5121 3.2170
H 3.1516 1.5177 -2.1028
H -1.8539 -1.6028 0.1300
H -0.6426 6.9698 -3.3948
H -1.1923 2.6014 -0.3943
H 4.5861 1.4316 -4.0268
H -4.3657 -5.9213 0.7923
H -3.5912 4.2786 -1.6243
H -5.0826 -5.4421 -1.5515
H -1.1007 -3.7605 -0.7070
H -2.4527 -2.7009 6.6469
H -2.9489 -1.9020 2.5832
H -0.4205 -3.7846 5.4839
H 1.2196 2.2000 0.2931
H 5.3893 -1.6644 0.6545
H 0.7045 1.0558 -2.3713
H -3.2816 -3.7870 -2.6325
H -2.7138 8.0776 -3.1754
H 3.5422 1.2007 -6.3985
H -2.7577 0.5697 -0.3136
H 4.5905 0.5362 4.8844
H 7.2834 -0.8858 1.9410
H -4.6404 6.6603 -2.2845
H -3.9488 -1.4565 5.1450
H 6.8251 0.4489 3.9796
H 1.0459 1.2236 -6.4607
H 1.8996 -0.1210 0.7614
H 2.7474 -0.5687 3.6117
H -2.0930 -5.1481 1.3880
H -0.9100 4.4263 -2.4536
H -0.6303 -3.2934 3.0206
*
```

***

Record 7
A structure of composition C27H30N9O3S2Se2Ti in a non-equilibrium geometry, computed with ωB97M-V/def2-TZVPD.

The HOMO energy (spin up / spin down) comes out at -3.02 / -3.04 eV. The largest force on an atom comes out at 1.1 eV Å⁻¹.

The geometry in ORCA input format:
```
! RIJCOSX wB97M-V def2-TZVPD def2/J DEFGRID3
* xyz -1 1
Se 2.0510 -1.2087 -0.5056
Se -2.6576 -1.8941 -2.3061
Ti 0.4568 0.7843 0.2461
S 0.2766 -0.1784 3.8988
S 2.6922 -1.0792 5.4611
O 2.1364 -1.6352 2.9071
O -0.2812 -0.0630 -1.8977
O 1.0384 -4.1478 -4.2859
N -1.8382 1.3952 1.9319
N 1.9263 1.5138 1.5067
N -2.2309 -2.4989 1.1628
N -0.5440 1.7265 1.6728
N 1.5935 3.4006 -2.7894
N 1.5484 2.0773 -1.0531
N -1.1637 2.0542 -0.8081
N -1.5619 3.3073 -2.5573
N -1.0347 -0.5300 0.9019
C 2.3918 3.5040 2.8108
C 2.9010 3.0433 -2.5309
C 0.0744 2.7700 2.2151
C 1.5312 -2.4793 -1.9409
C -2.7840 2.8937 -2.0907
C -4.5672 -2.5630 1.8113
C 2.8542 2.2344 -1.4513
C -3.3426 -0.4764 1.7644
C 0.3496 -2.2072 -2.8993
C 1.7360 -1.0294 4.0641
C 0.1734 -0.7080 -3.0771
C -5.7018 -1.8862 2.2099
C -4.4966 0.1950 2.1657
C -2.0737 0.1923 1.5251
C -3.3913 -1.8534 1.5833
C 3.2432 1.2068 1.5867
C 1.4810 2.6480 2.1547
C 3.2974 -2.4718 2.8925
C -5.6686 -0.5017 2.3859
C -0.9611 -2.9399 -2.4756
C -0.6261 2.7584 -1.7632
C 0.8189 2.7708 -1.8941
C -2.5197 2.1164 -1.0099
C 4.1520 1.9726 2.2565
C 0.7580 -2.7481 -4.2744
C -1.1680 -1.8107 0.7521
C 3.7126 3.1667 2.8729
H -2.2937 -3.4687 0.9208
H 3.7223 3.4000 -3.1285
H 1.6771 -4.3268 -3.5899
H -1.2109 -0.4425 -1.7533
H -0.0612 -2.6029 -4.9823
H -6.6235 -2.4337 2.3732
H 4.1779 -1.9250 3.2241
H -4.4460 1.2710 2.2929
H -3.2198 1.6001 -0.3759
H -6.5684 0.0253 2.6829
H 5.1866 1.6609 2.3188
H 1.1373 -0.2638 -3.3446
H 1.6301 -2.1873 -4.6378
H 2.4552 -2.5141 -2.5204
H -1.4027 3.8406 -3.3917
H 3.5504 0.2927 1.0963
H -3.7105 3.1718 -2.5666
H -0.4334 3.5071 2.8229
H -4.5863 -3.6366 1.6553
H -0.3493 -2.3616 0.3124
H 3.4047 -2.7869 1.8553
H -0.8147 -3.4627 -1.5290
H -0.5376 -0.5244 -3.8858
H 3.6660 1.7461 -0.9441
H 1.2772 3.8659 -3.6192
H 2.0095 4.4031 3.2814
H 1.4058 -3.4364 -1.4399
H 4.4149 3.7941 3.4095
H -1.1952 -3.6968 -3.2167
H 3.1571 -3.3298 3.5502
*
```